Record 1
C20H44Br2InP | wB97M-V/def2-TZVPD

Geometry as ORCA input:
```
! RIJCOSX wB97M-V def2-TZVPD def2/J DEFGRID3
* xyz 0 1
In -2.834 5.072 -7.182
Br -0.343 3.852 -4.916
Br -4.131 1.543 -6.881
P 0.952 -1.510 1.739
C 2.037 -2.941 1.514
C -0.377 1.962 -1.044
C 1.738 -0.288 0.705
C -1.730 2.523 -5.472
C -0.870 -2.704 -0.102
C -2.753 2.916 -6.372
C -1.677 1.040 -4.868
C -0.690 -2.004 1.252
C -2.222 -1.033 -1.474
C 1.777 -4.566 3.561
C 0.590 1.358 4.057
C 1.367 1.192 0.641
C -0.103 1.534 0.392
C -2.572 6.458 -5.398
C 3.119 -4.166 4.158
C 2.080 1.577 4.287
C 1.006 -1.162 3.485
C 0.126 -0.096 4.140
C -0.908 -1.787 -1.325
C 1.642 -4.318 2.056
H 2.319 2.639 4.188
H -3.053 -1.729 -1.619
H -0.066 -3.431 -0.244
H -0.894 -0.168 3.750
H -4.546 5.345 -7.740
H 1.744 -0.679 -0.317
H -0.764 -2.399 -2.221
H -1.799 -3.281 -0.074
H -1.263 0.275 -5.595
H 1.986 1.660 -0.132
H 2.697 1.043 3.559
H 2.373 1.256 5.290
H 3.035 -2.668 1.868
H 3.311 -3.097 4.062
H -1.013 -2.719 2.019
H -0.993 1.062 -3.948
H 1.628 -5.636 3.739
H -1.447 2.124 -1.190
H -0.041 1.210 -1.762
H -2.442 -0.417 -0.599
H -0.387 2.374 1.034
H -2.781 5.817 -4.466
H -2.749 0.777 -4.567
H -0.757 0.708 0.669
H -1.670 5.350 -8.513
H -1.390 -1.171 1.346
H 0.294 1.779 3.098
H 0.060 -0.346 5.205
H -1.491 6.809 -5.322
H 1.693 1.670 1.565
H 2.047 -1.052 3.802
H -0.079 -1.081 -1.305
H 2.796 -0.311 1.002
H -3.321 7.309 -5.422
H 0.967 -4.073 4.105
H 3.937 -4.710 3.678
H 0.036 1.938 4.803
H 3.139 -4.406 5.224
H 2.145 -3.050 0.429
H 0.670 -2.091 3.952
H 0.615 -4.553 1.761
H -2.180 -0.377 -2.345
H 0.132 2.902 -1.270
H 2.277 -5.055 1.552
*
```

Summary:
strongest force on any atom = 3.78 eV/A
DFT total energy = -6467.7356 a.u.
HOMO energy = -6.07 eV


Record 2
C20H44NO10S5 | wB97M-V/def2-TZVPD

Geometry as ORCA input:
```
! RIJCOSX wB97M-V def2-TZVPD def2/J DEFGRID3
* xyz 1 1
S 2.618 2.065 3.280
S -2.651 -1.045 -2.402
S 0.025 2.027 -4.129
S -1.883 2.928 3.220
S 1.587 -2.610 0.653
O -2.721 -0.209 -1.200
O -0.618 1.289 -3.133
O 2.121 -2.426 2.012
O 2.120 1.825 1.939
O -1.102 2.313 2.142
O 1.982 3.000 4.148
O 0.861 -1.577 0.087
O 1.253 2.674 -3.770
O -2.903 -0.394 -3.763
O -2.154 4.369 3.166
N -0.074 1.221 -0.293
C -1.285 2.594 4.869
C 4.263 2.404 3.110
C 1.230 -4.923 -0.611
C -3.771 -2.364 -2.299
C 0.693 -4.118 0.564
C -3.345 1.556 4.897
C -3.393 2.112 3.401
C 2.947 -3.174 -0.412
C -3.263 -3.454 -3.196
C -0.470 1.892 -6.615
C -1.791 -3.585 -2.922
C 4.119 0.309 4.422
C 0.334 1.107 -5.637
C 2.716 -4.626 -0.766
C -1.022 3.281 -4.707
C -1.283 -2.136 -2.536
C 4.849 1.740 4.438
C 2.691 0.568 4.105
C -2.449 2.373 5.753
C -1.642 2.738 -6.108
H 2.694 -2.621 -1.318
H 3.346 -5.144 -0.139
H -1.192 -3.903 -3.829
H -0.519 3.277 5.126
H 0.468 1.446 0.646
H -0.771 1.140 -7.169
H -1.681 -4.420 -2.027
H 3.823 -2.854 -0.090
H -0.282 4.004 -5.030
H 0.943 -4.466 1.564
H -2.856 3.392 5.921
H -2.047 3.666 -6.622
H -3.612 -3.096 -4.030
H -0.004 2.131 -0.907
H 4.691 -0.225 3.638
H 1.448 0.888 -5.949
H 0.253 0.460 -0.729
H 0.444 2.636 -7.120
H -1.909 1.961 6.581
H 4.579 3.357 3.106
H 4.524 1.973 2.146
H 0.767 -4.383 -1.444
H -1.783 3.708 -3.830
H 5.738 1.293 4.523
H 4.809 2.409 5.261
H 2.215 -0.268 3.634
H -0.527 -1.667 -2.968
H 3.330 -4.793 -1.711
H -2.427 2.044 -5.837
H -0.458 -3.981 0.534
H -4.269 2.650 2.989
H 4.310 -0.315 5.162
H -4.421 1.416 5.223
H -4.755 -1.984 -2.730
H -1.051 -1.978 -1.398
H 2.306 0.795 5.126
H -2.957 0.629 4.877
H -3.307 1.477 2.663
H 1.037 -5.977 -0.636
H -3.958 -2.719 -1.362
H -1.078 1.232 0.018
H -3.526 -4.524 -3.162
H 0.018 0.002 -5.290
H -0.968 1.591 4.905
*
```

Summary:
relative energy (zero: lowest compared OMol25 entry of this formula, charge and spin) = 46.07 kcal per mole
strongest force on any atom = 8.69 eV/A
DFT total energy = -3585.9711 a.u.
HOMO energy = -12.30 eV


Record 3
C20H44NO2P3Sc | wB97M-V/def2-TZVPD

Geometry as ORCA input:
```
! RIJCOSX wB97M-V def2-TZVPD def2/J DEFGRID3
* xyz 3 1
Sc -0.296 -0.410 0.049
P 1.998 -1.066 -1.098
P 0.393 1.548 1.711
P -2.676 -0.127 1.422
O 0.273 1.641 -2.538
O -0.027 -2.033 1.236
N 0.167 -3.742 2.725
C 1.181 3.004 -5.795
C 0.928 2.149 -4.700
C -1.560 -1.893 -1.367
C 0.620 4.900 -4.420
C 0.381 4.054 -3.310
C 0.479 2.660 -3.477
C -4.029 -1.272 0.964
C -1.682 -0.600 -1.833
C -0.172 3.122 0.925
C 0.959 4.376 -5.664
C 0.296 -2.473 2.402
C -0.398 -4.716 1.790
C 3.334 -1.675 -0.007
C 2.897 0.159 -2.119
C -3.616 1.451 1.402
C 0.593 -4.206 4.046
C 1.904 -2.508 -2.228
C 2.209 1.746 1.877
C -0.023 1.910 3.480
C -2.659 -0.452 3.227
H 2.685 1.862 0.900
H -1.911 0.166 3.737
H -2.339 -2.386 -0.761
H -1.065 2.226 3.619
H -1.452 -4.500 1.563
H 2.178 0.653 -2.787
H 2.721 -2.431 -2.964
H 1.053 1.084 -4.810
H -0.010 -3.720 4.832
H 3.311 0.925 -1.459
H -3.939 -2.221 1.515
H 1.103 5.016 -6.537
H 0.685 -1.803 3.185
H -3.770 1.759 0.361
H 0.618 2.716 3.877
H 2.645 0.866 2.358
H -0.873 -2.616 -1.838
H 0.571 5.989 -4.327
H 0.129 4.482 -2.336
H -4.022 -1.474 -0.116
H 2.009 -3.444 -1.654
H -2.558 0.039 -1.627
H 2.991 -2.567 0.536
H -0.345 -5.686 2.295
H 0.939 -2.529 -2.755
H 0.485 3.941 1.237
H 0.144 1.026 4.108
H -1.061 -0.213 -2.654
H -2.445 -1.512 3.407
H 1.572 2.567 -6.730
H -0.189 3.089 -0.172
H 1.659 -3.967 4.191
H -3.065 2.234 1.939
H -4.977 -0.778 1.238
H 0.186 -4.768 0.861
H 3.704 -0.298 -2.707
H -4.594 1.289 1.879
H 4.213 -1.936 -0.615
H 0.436 -5.288 4.061
H 2.443 2.621 2.497
H -0.103 1.826 -1.642
H 3.616 -0.902 0.719
H -1.191 3.329 1.264
H -3.660 -0.213 3.613
*
```

Summary:
relative energy (zero: lowest compared OMol25 entry of this formula, charge and spin) = 0.00 kcal per mole
strongest force on any atom = 2.85 eV/A
DFT total energy = -2777.5558 a.u.
HOMO energy = -15.51 eV


Record 4
C20H45AlN3O2 | wB97M-V/def2-TZVPD

Geometry as ORCA input:
```
! RIJCOSX wB97M-V def2-TZVPD def2/J DEFGRID3
* xyz -1 3
Al 0.261 2.415 0.536
O -3.677 2.060 1.689
O 2.743 -1.224 -1.712
N 3.013 -1.488 -2.931
N 4.530 2.282 0.810
N -4.000 1.620 2.842
C -5.273 2.189 3.401
C 4.564 0.391 -2.696
C 2.585 -2.863 -3.364
C 2.304 -2.944 -4.863
C -6.432 1.316 2.899
C -6.214 -0.175 3.139
C -3.379 -0.146 4.523
C -4.886 -0.639 2.549
C -5.243 2.258 4.935
C 5.085 -3.388 -3.430
C 3.238 2.950 0.504
C -5.414 3.609 2.862
C 5.404 -1.963 -2.985
C -2.435 -0.161 2.238
C -3.680 0.164 3.057
C 4.355 -0.687 -4.913
C 3.705 -3.827 -2.946
C 1.292 -3.194 -2.625
C 2.147 2.076 -0.122
C 4.333 -0.943 -3.399
H 0.169 2.000 2.126
H -5.644 1.364 5.410
H 0.529 -2.445 -2.836
H 5.154 -3.475 -4.519
H 3.476 3.785 -0.161
H 1.613 -2.155 -5.164
H -0.108 4.007 0.360
H -4.560 4.217 3.162
H 4.330 1.319 1.063
H 3.194 -2.880 -5.482
H 5.539 0.767 -3.017
H 2.893 3.410 1.435
H 3.369 -0.402 -5.275
H -2.615 0.533 4.902
H -4.246 -0.097 5.176
H -2.162 -1.202 2.429
H 6.365 -1.638 -3.395
H -4.918 -0.536 1.461
H -4.228 2.417 5.296
H -1.602 0.487 2.512
H -6.325 4.048 3.277
H 4.552 0.297 -1.614
H 4.704 -1.542 -5.489
H -2.983 -1.161 4.575
H 3.709 -3.878 -1.854
H 5.840 -4.067 -3.025
H -5.466 3.619 1.778
H 1.443 -3.219 -1.550
H -7.031 -0.733 2.675
H -5.852 3.102 5.261
H -2.597 -0.016 1.174
H 2.155 2.185 -1.213
H 1.830 -3.906 -5.066
H -6.542 1.491 1.824
H -0.768 1.488 -0.354
H 5.081 2.223 -0.040
H 3.799 1.119 -2.967
H -6.260 -0.403 4.208
H 5.035 0.141 -5.114
H 3.461 -4.827 -3.319
H -4.712 -1.697 2.770
H 2.379 1.020 0.063
H -7.354 1.656 3.381
H 0.938 -4.169 -2.966
H 5.491 -1.936 -1.895
*
```

Summary:
strongest force on any atom = 0.28 eV/A
DFT total energy = -1346.1015 a.u.
HOMO energy (spin up / spin down) = -4.24 / -4.24 eV


Record 5
C20H45BiN2P3SSe | wB97M-V/def2-TZVPD

Geometry as ORCA input:
```
! RIJCOSX wB97M-V def2-TZVPD def2/J DEFGRID3
* xyz 3 1
Bi 0.165 0.160 0.890
Se -0.736 0.201 -5.096
S 1.317 0.359 3.129
P 0.347 -2.302 0.546
P -2.229 0.056 0.145
P 0.164 2.619 0.487
N 0.353 -1.466 4.750
N -1.047 0.444 4.322
C 2.176 0.073 -4.830
C -3.121 -1.353 0.759
C -2.500 0.020 -1.614
C -0.256 -2.809 -1.074
C 2.030 -2.906 0.544
C -0.499 3.068 -1.123
C 1.797 3.345 0.452
C -0.047 -1.825 6.124
C 1.310 0.507 -7.057
C 1.715 0.194 -0.826
C -2.326 -0.012 4.889
C 0.040 -0.317 4.136
C 2.391 0.239 0.470
C 2.610 0.563 -7.550
C -0.709 3.623 1.656
C -0.460 -3.369 1.701
C 3.476 0.131 -5.333
C -3.245 1.400 0.709
C 1.074 0.260 -5.687
C 3.702 0.375 -6.691
H -1.344 -2.731 -1.147
H 4.719 0.420 -7.080
H -0.365 -0.076 -3.650
H 2.817 1.172 0.820
H 0.464 0.653 -7.729
H 1.128 -2.067 4.388
H 0.839 -1.955 6.751
H -2.040 -0.853 -2.088
H -0.610 -2.767 6.102
H 0.029 -3.869 -1.183
H -0.214 3.597 2.633
H -0.545 -4.347 1.202
H -3.593 -0.030 -1.760
H -3.139 0.165 4.173
H 2.775 0.754 -8.609
H 2.517 -2.740 1.512
H -3.126 -1.381 1.856
H -2.751 -2.308 0.381
H -2.534 0.542 5.814
H -1.454 -3.033 2.010
H 0.168 -3.483 2.593
H 2.646 -2.470 -0.248
H 0.013 2.537 -1.934
H -0.324 4.151 -1.230
H 2.433 2.933 -0.336
H -4.262 1.150 0.366
H 0.198 -2.227 -1.885
H -2.966 2.367 0.284
H -2.118 0.918 -2.109
H 2.307 3.245 1.417
H -3.251 1.478 1.804
H -1.756 3.331 1.778
H -1.078 1.427 3.966
H -2.280 -1.084 5.085
H 4.318 -0.016 -4.657
H -0.641 -1.022 6.555
H -1.573 2.877 -1.196
H 2.885 -0.649 0.849
H 1.703 1.098 -1.431
H 2.008 -0.118 -3.772
H 1.774 -0.726 -1.402
H -4.155 -1.214 0.404
H 1.619 4.412 0.248
H 1.936 -3.989 0.368
H -0.662 4.648 1.259
*
```

Summary:
relative energy (zero: lowest compared OMol25 entry of this formula, charge and spin) = 108.80 kcal per mole
strongest force on any atom = 2.77 eV/A
DFT total energy = -4935.7033 a.u.
HOMO energy (spin up / spin down) = -14.21 / -14.21 eV


Record 6
C20H45Cl10F2N6O9S2 | wB97M-V/def2-TZVPD

Geometry as ORCA input:
```
! RIJCOSX wB97M-V def2-TZVPD def2/J DEFGRID3
* xyz -1 1
Cl 1.503 -4.149 -4.516
Cl -1.629 2.243 -2.990
Cl -4.434 1.516 -2.601
Cl 1.460 1.339 3.189
Cl -4.020 -5.115 0.315
Cl 3.495 -5.796 0.734
Cl -1.073 -5.516 0.336
Cl 4.419 1.349 3.653
Cl -1.127 -5.394 -4.010
Cl 3.377 -2.917 1.345
S -0.039 -1.831 -1.914
S 0.154 -0.809 0.310
F -0.457 0.645 0.779
F -1.138 -2.408 -2.937
O 1.440 -0.354 -0.140
O 0.666 -0.858 -2.701
O -6.368 -0.914 0.263
O 0.597 -3.054 -1.541
O 0.078 -1.528 1.553
O -2.788 5.057 -0.603
O 4.525 3.049 -0.314
O 4.408 1.242 -5.290
O 0.075 -1.477 6.306
N -1.006 -1.149 -0.701
N -4.335 -1.378 -0.578
N 2.592 4.127 -0.626
N -2.812 3.720 1.231
N 1.877 -2.722 5.749
N 3.075 0.491 -3.617
C 0.765 -2.473 6.475
C 3.302 1.139 -4.761
C -1.381 3.688 1.408
C -2.792 1.379 -2.018
C 2.269 -1.867 4.638
C 4.034 0.164 -2.576
C 3.097 1.384 2.434
C 2.070 1.695 -5.455
C -3.408 4.455 0.254
C -4.731 -1.866 -1.896
C -2.444 -4.498 -0.159
C 0.368 -3.510 7.517
C -5.156 -0.870 0.352
C -0.119 -4.534 -5.186
C 4.729 5.393 -0.570
C 2.512 -4.487 1.391
C 3.947 4.106 -0.556
C -4.447 -0.084 1.429
C -4.925 4.504 0.301
C 1.729 2.952 -0.600
H 2.271 2.665 -5.898
H 1.158 1.680 -4.863
H -0.997 2.697 1.643
H 0.368 -4.516 7.096
H 5.024 0.054 -3.007
H 3.162 0.482 1.837
H 2.291 -4.728 2.422
H -2.345 -3.562 0.380
H -5.267 5.441 -0.127
H -0.596 -3.247 7.937
H -3.339 -1.484 -0.462
H 2.173 -3.682 5.755
H 1.241 2.786 -1.560
H 2.061 4.925 -0.940
H -3.381 0.038 1.219
H 3.961 0.846 -1.732
H 0.991 3.219 0.157
H 1.946 0.987 -6.283
H 5.002 5.756 0.418
H 1.442 -1.542 4.004
H 1.639 -4.422 0.753
H 1.088 -3.474 8.340
H -4.603 -0.485 2.427
H 2.221 2.053 -0.247
H -2.542 0.323 -1.989
H 3.703 -0.801 -2.178
H -2.438 -4.369 -1.236
H -4.857 -2.952 -1.915
H -2.714 1.748 -0.998
H 2.692 -0.931 5.005
H 4.092 6.223 -0.911
H -3.943 -1.575 -2.587
H -0.569 -3.562 -5.355
H -4.804 0.948 1.363
H -3.391 3.133 1.803
H 3.160 2.255 1.797
H -5.367 4.384 1.292
H 2.972 -2.475 4.076
H 5.541 5.299 -1.283
H -1.131 4.354 2.240
H -5.698 -1.479 -2.207
H -0.872 4.022 0.510
H -0.039 -5.069 -6.123
H 2.107 0.283 -3.407
H -5.347 3.674 -0.272
*
```

Summary:
strongest force on any atom = 5.61 eV/A
DFT total energy = -7392.9493 a.u.
HOMO energy = -6.92 eV